(1)
DFT (the ωB97M-V functional and the def2-TZVPD basis) results for a cluster of 15 separate species, C17H64N20O15 in total at a distorted geometry.

Values from the calculation:
Orbital gap ... 7.2717 eV
Lowest unoccupied orbital energy ... -0.49 eV
Relative energy (zero: lowest compared OMol25 entry of this formula, charge and spin) ... 279.49 kJ/mol

Positions of all 116 atoms, in Å:
C 0.167 0.034 -0.538
O -2.576 -3.935 -1.307
O 0.440 0.680 -1.680
C -2.267 4.893 0.349
N -0.203 -1.812 -3.550
O 0.889 -0.544 4.822
O -4.474 0.907 -0.328
H -5.125 2.439 1.425
H -2.166 0.455 -2.534
N -0.913 0.339 0.134
O 2.137 -1.958 -3.401
O 1.726 -1.635 2.337
H -0.593 3.764 0.665
H -2.866 -0.508 -1.460
N -1.711 -2.636 2.027
H -0.425 2.974 2.619
H 4.342 0.901 1.553
H 2.061 -3.041 -1.340
H 1.615 -2.205 -5.865
H -2.069 -3.666 1.945
H 2.132 1.648 -3.581
H -2.218 2.684 -1.881
H -0.405 5.394 0.028
H -0.286 -3.178 1.871
H -3.283 -1.940 -0.071
H 3.545 -2.990 -3.025
H 3.868 -1.983 -0.897
C 0.563 -0.911 7.127
H 0.531 -2.531 5.597
H 3.528 2.479 -3.891
H -1.466 2.703 -3.758
H -2.187 1.527 2.903
O -1.156 0.901 -4.147
H 0.129 -2.129 -0.641
C 3.774 -4.234 -1.337
C -4.003 1.207 2.710
C 4.180 -0.584 0.413
H -0.305 -2.115 -2.539
N 0.862 -1.726 -5.377
N 0.704 -3.646 1.635
C -1.517 -1.822 2.997
H 2.990 -4.673 1.751
H 0.606 1.378 -5.386
H 1.936 -0.791 -0.476
H -0.610 0.621 -6.250
C -3.483 1.273 -1.170
H 2.091 -1.921 5.821
C -1.768 -2.916 -0.975
H 1.119 3.740 -1.542
C -5.167 2.146 2.448
C 0.985 -1.756 -4.088
H 0.740 -4.627 1.225
O 4.439 -5.259 -0.812
H -0.068 -3.818 -1.353
H 1.378 -0.407 7.646
N 2.830 -3.569 1.725
H -4.975 3.085 3.042
N -0.442 -2.860 -1.086
H 0.326 2.376 -2.347
C 1.039 -1.616 5.749
H -2.193 4.297 -3.440
N -3.089 4.008 0.836
H -2.998 2.970 -0.323
C 1.312 2.316 1.894
O -0.053 2.587 1.802
C 1.735 -3.003 2.009
H 2.718 -3.614 0.234
N 4.103 -3.612 -2.465
H 4.897 -3.991 -2.925
H 0.646 -0.863 3.937
H 1.359 1.280 2.255
N -2.994 2.455 -1.236
H -1.172 -1.596 -3.999
O 3.332 1.968 -1.928
H -1.388 1.133 -0.230
N 4.167 0.659 0.530
H -0.865 2.329 -5.638
H 3.619 -2.942 1.796
H -1.800 -1.575 4.771
N -0.993 4.677 0.378
H -1.794 -0.947 -0.195
N 3.686 -0.985 -0.717
O 4.611 -1.357 1.516
H -3.988 4.393 0.609
H 3.534 0.681 -3.470
H -2.866 3.151 1.392
H -0.259 -0.139 7.067
N -1.792 -2.281 4.065
H 1.752 3.088 2.570
H 0.020 -1.575 -5.915
H 1.041 -1.043 1.022
H -0.672 0.171 -3.787
H 1.766 2.389 0.899
C -0.513 1.292 -5.390
N 0.366 3.345 -2.136
H -0.804 0.217 1.125
N 2.791 -3.598 -0.861
O -1.123 -0.564 2.917
N -1.501 3.613 -3.257
C 3.143 1.694 -3.261
N -2.978 0.357 -1.937
O -0.441 5.524 -2.256
N -2.276 -1.831 -0.389
O -2.832 1.925 2.331
H -6.069 1.650 2.710
C -0.504 4.144 -2.603
H -3.993 0.309 2.031
H -1.576 -3.241 4.377
H 3.508 1.204 -0.056
H 4.322 2.201 -1.839
O -2.829 6.131 -0.105
H 3.494 -0.369 -1.485
H -3.830 0.943 3.796
N 0.981 -0.765 0.028
H 0.177 -1.635 7.800
H -1.875 -2.129 1.185

(2)
DFT (the ωB97M-V functional and the def2-TZVPD basis) results for a structure of composition C61H47F15GeN3OSSiTeV at a distorted geometry.

Values from the calculation:
Orbital gap (alpha / beta) ... 5.8038 / 6.5848 eV
Expectation value of S² ... 0.865
Lowest unoccupied orbital energy (alpha / beta) ... -3.67 / -2.98 eV
Multiplicity ... 2
Net charge ... +1

Positions of all 132 atoms, in Å:
H 4.600 1.233 -0.293
C -2.810 -0.729 5.322
F -4.771 -1.058 8.363
H -3.117 -4.950 -0.523
H -1.485 -3.160 -0.970
C -0.020 0.976 -4.090
C 2.936 -2.569 2.417
C -4.788 -1.284 -3.996
C -0.924 5.481 2.016
C -1.735 2.176 -5.952
H -3.318 1.249 -4.861
C -3.070 3.246 4.369
F -0.905 5.542 6.163
H 5.652 0.785 3.339
N 2.590 1.438 0.029
H 3.489 1.783 2.443
C -7.054 -0.043 2.636
C -1.763 4.490 0.001
H 3.137 -3.411 1.774
H -5.018 -3.503 -7.820
H -6.580 -0.222 -3.440
C 3.861 0.942 0.459
Te -2.357 -0.186 -2.381
F -3.033 -3.145 8.660
C -0.385 3.199 1.503
H 4.558 -2.063 -2.828
O -2.011 2.178 -1.575
C -2.366 -4.709 0.216
Si 0.774 -1.987 0.518
H -6.510 -1.904 -5.100
H 3.638 -5.810 -1.000
C 3.425 -4.761 -1.149
C -3.756 -0.505 6.300
F -8.308 1.011 0.943
C 2.894 -2.070 -1.487
H -1.388 -5.571 3.325
C -2.702 -2.326 -4.637
H -5.531 -0.672 -2.088
H 4.356 -0.279 3.122
H -0.837 6.333 2.672
F -4.294 3.244 3.843
H -0.993 -3.599 -4.576
C -1.207 2.145 -0.615
F -1.076 -3.560 6.804
C -4.743 0.578 2.957
H 5.027 2.291 1.732
C -5.444 -2.025 -4.969
C -0.278 4.296 2.335
F -5.706 -1.081 4.283
C 4.345 1.448 1.854
H 0.309 4.238 3.240
C 3.734 -2.362 3.529
H 4.085 -1.121 5.252
C -5.454 -3.709 -6.843
C 3.493 -1.264 4.357
F 0.675 3.302 6.050
H 1.543 1.898 -5.216
C -0.554 3.297 5.517
F -3.398 5.482 5.060
F -0.271 1.064 4.784
H -2.317 4.541 -0.926
H 2.513 2.446 0.032
H -6.515 -3.483 -6.880
C -2.282 2.115 4.279
H 2.205 0.413 4.739
N 5.050 0.378 2.616
H 0.088 2.247 1.742
C -1.399 0.806 -4.001
C -0.457 -4.069 2.119
C -1.355 4.434 5.579
Ge -2.892 0.293 3.615
V -0.889 -0.213 0.478
C -4.756 -2.911 -5.788
C 1.622 -0.653 2.970
F -6.108 2.396 0.112
H 0.773 -0.005 2.764
H -2.837 -3.739 -6.224
H 0.772 -0.743 -3.084
H 0.824 0.740 -2.128
C -1.441 -3.711 -0.032
C 2.417 -0.416 4.079
C -5.843 -0.174 3.305
F -4.571 0.544 6.121
H 5.628 -0.183 1.982
H -2.398 2.635 -6.670
H -3.080 -6.146 1.635
C -7.149 0.857 1.579
N -0.446 1.109 -0.397
H 2.689 -1.018 -1.620
C -3.388 -3.050 -5.602
H 1.789 1.012 0.490
C -1.679 5.571 0.859
F -0.914 -1.914 4.631
H -0.868 -2.171 -3.529
C -2.342 -5.385 1.425
C -2.249 1.397 -4.930
H 1.740 -4.781 0.157
H 5.056 -4.461 -2.500
C -4.839 1.400 1.848
C 1.873 -1.722 2.112
C -3.855 -1.303 7.430
H -2.199 6.487 0.628
H 0.051 2.981 -6.824
C -2.960 -2.362 7.588
C -1.391 -5.058 2.376
C -1.900 -1.747 5.526
C 2.362 -4.173 -0.486
F -3.691 1.989 1.432
H -0.696 -2.012 -5.287
C 0.938 0.334 -3.137
C -0.463 -3.392 0.905
S -2.269 -1.002 2.040
C -1.038 2.171 4.870
H 3.790 -0.150 0.478
C -2.621 4.404 5.002
C 0.474 1.761 -5.125
C -1.116 3.302 0.321
H 1.958 0.511 -3.466
H -5.335 -4.774 -6.649
C 2.091 -2.811 -0.626
C 3.945 -2.659 -2.168
C 4.225 -4.003 -1.987
C -3.408 -1.433 -3.831
C -1.227 -2.540 -4.494
C -5.544 -0.323 -3.124
C -1.964 -2.575 6.639
H 0.269 -3.807 2.876
C -0.367 2.365 -6.042
H -5.072 0.664 -3.155
H 4.543 -3.043 3.753
F -8.109 -0.776 2.991
C -6.028 1.577 1.162

(3)
DFT (the ωB97M-V functional and the def2-TZVPD basis) results for a cluster of 2 separate species, C4H12 in total at a distorted geometry.

Values from the calculation:
Orbital gap ... 12.7511 eV
Lowest unoccupied orbital energy ... 1.13 eV
Relative energy (zero: lowest compared OMol25 entry of this formula, charge and spin) ... 15.17 kJ/mol
SMILES string ... CC.CC

Positions of all 16 atoms, in Å:
H -1.179 0.430 -0.214
H -3.443 -0.827 0.108
H -1.206 -1.153 -0.962
H -1.399 0.141 -1.996
H 1.420 0.580 -0.251
C -1.670 -0.161 -0.984
C 2.586 0.516 1.609
H 1.693 0.756 2.179
H 3.152 -0.242 2.161
H 3.240 1.385 1.585
H -3.717 0.581 -0.859
H -3.549 -1.027 -1.602
H 3.086 0.055 -0.466
H 1.986 -1.057 0.282
C 2.223 0.009 0.210
C -3.163 -0.356 -0.837

What did we get for calculated total energy? Answer: -2909.65749, -8066.47641, -159.57919 hartree, in the order shown.